<A>
DFT (ωB97M-V/def2-TZVPD) results for the molecule C5H11NO2S.

The geometry in XYZ format:
```
20
Properties=species:S:1:pos:R:3:lowdin_charge:R:1
C -1.30206 -0.67139 1.58974 -0.08
C -0.67278 0.67645 1.14746 -0.78
H -0.74165 1.80422 -0.62508 0.14
N 1.18901 0.01965 -1.34857 -0.06
O 1.54613 2.01353 1.36620 -0.52
H 2.34000 -1.02046 -2.71013 0.13
H -0.80015 2.43614 1.51050 0.09
H -2.33234 -0.90312 1.16015 0.11
C 2.18991 -1.03664 -1.53413 -0.14
O -1.27590 1.68695 1.88505 0.00
C -0.20447 -0.31711 -1.27349 -0.28
H -0.52920 -0.13160 -2.25961 0.11
H -1.92438 0.65071 -0.71463 0.10
H -0.55985 -1.25449 -0.92674 0.10
H 3.06754 -0.91274 -1.02644 0.03
H 1.88799 -1.98490 -1.18444 0.05
C -0.92012 0.71014 -0.36553 -0.20
S 1.16038 0.59359 1.25895 1.02
H -0.78676 -1.61958 1.29458 0.07
H -1.33131 -0.73935 2.75617 0.11
```

## Properties
orbital gap (spin up / spin down) = 8.55 / 8.55 eV
highest occupied orbital energy (spin up / spin down) = -8.584 / -9.174 eV



<B>
DFT (ωB97M-V/def2-TZVPD) results for the molecule C5H11NO2S.

The geometry in XYZ format:
```
20
Properties=species:S:1:pos:R:3:lowdin_charge:R:1
C -1.23770 3.33593 -0.99261 -0.40
C -0.26968 -2.28314 0.89716 -0.54
C 0.43250 -0.93885 1.01736 -0.31
H -2.09996 2.70975 -0.67752 0.04
N 1.88255 -1.05185 0.74287 0.06
C -0.15638 -0.02984 -0.06452 -0.21
H 0.15494 -0.53793 1.97965 0.15
H 0.39611 2.04798 0.69197 0.07
H -0.86312 3.98511 -0.18764 0.03
H 1.63631 1.15011 -0.15240 0.05
H 2.33958 -1.41226 1.56126 0.07
H -1.21938 0.12747 0.15182 0.11
C 0.57293 1.34446 -0.11829 -0.50
H -1.63024 3.90795 -1.83591 0.02
O 0.21141 -3.26980 0.50336 0.15
O -1.54214 -2.25065 1.35777 0.11
S 0.16159 2.27960 -1.64790 0.76
H 1.98142 -1.81404 0.06772 0.09
H -0.00173 -0.52443 -1.03343 0.12
H -1.86139 -3.15811 1.27722 0.12
```

## Properties
orbital gap = 9.14 eV
highest occupied orbital energy = -8.471 eV



Least stable of them? <A>.



<A>
DFT (ωB97M-V/def2-TZVPD) results for the molecule C5H9N.

The geometry in XYZ format:
```
15
Properties=species:S:1:pos:R:3:lowdin_charge:R:1
C -0.82899 -2.00543 -0.52608 -0.30
N -0.73803 -3.50493 -0.21322 -0.12
C 0.80274 1.37400 0.65243 -0.04
H -1.72790 -2.50859 -0.25850 0.07
H 1.27114 1.24460 1.61645 0.08
H -0.76322 -1.70059 -1.57346 0.10
H 0.11369 -3.81904 -0.71741 0.00
C 0.09062 0.25079 -0.02841 -0.11
H -0.28624 0.48913 -1.05625 0.12
H 0.91805 2.99246 -0.88843 0.08
C -0.16295 -1.05160 0.39064 -0.03
H 1.22847 3.54610 0.78950 0.08
H -0.44327 3.16119 0.23573 0.09
C 0.62115 2.82940 0.16610 -0.12
H -0.09528 -1.29750 1.41089 0.10
```

## Properties
orbital gap = 5.14 eV
highest occupied orbital energy = -6.987 eV



<B>
DFT (ωB97M-V/def2-TZVPD) results for the molecule C5H9N.

The geometry in XYZ format:
```
15
Properties=species:S:1:pos:R:3:lowdin_charge:R:1
H -2.40498 1.04158 -2.09611 0.13
H 2.65837 -1.35821 1.24854 0.03
H 2.86408 0.23579 0.71703 0.13
C 2.09438 -0.49708 1.29259 -0.13
H 2.24774 -0.22223 2.41644 0.11
H 0.53209 1.67932 0.14232 0.10
C 0.84056 -0.38306 0.68774 -0.19
C -1.62123 -0.90331 -0.41730 -0.04
N -1.39979 1.16822 -1.70339 0.07
H 0.37556 -1.26307 0.29714 0.08
H -2.56635 -1.08737 -1.16445 0.10
H -1.14736 2.07085 -1.56828 0.01
C 0.16107 0.67524 0.14795 -0.05
H -1.63070 -1.42687 0.61247 0.09
C -1.00345 0.27020 -0.61267 -0.44
```

## Properties
orbital gap = 8.73 eV
highest occupied orbital energy = -7.891 eV



<C>
DFT (ωB97M-V/def2-TZVPD) results for the molecule C5H9N.

The geometry in XYZ format:
```
15
Properties=species:S:1:pos:R:3:lowdin_charge:R:1
C -0.00422 0.09508 0.27677 -0.38
C 0.86932 1.38837 -1.74666 -0.12
H -0.06327 -0.59118 -1.68107 0.09
N -0.25948 1.29376 0.98587 0.09
C -0.14045 -1.15600 1.06324 -0.13
H -0.79388 -2.16779 -0.53545 0.05
H 0.07292 2.16677 -1.76086 0.07
C -0.72629 -2.24368 0.54855 0.02
C 0.33448 0.17940 -1.02730 -0.15
H 0.28851 -0.94024 2.03987 0.10
H -0.69110 1.19817 1.89491 0.08
H -0.80619 1.88028 0.37755 0.08
H 1.24505 1.21694 -2.75096 0.06
H -1.13488 -3.08658 1.07714 0.05
H 1.62870 1.85409 -1.11042 0.07
```

## Properties
orbital gap = 8.67 eV
highest occupied orbital energy = -7.567 eV



Least stable of them? <A>.



<A>
DFT (ωB97M-V/def2-TZVPD) results for the molecule C5H9N.

The geometry in XYZ format:
```
15
Properties=species:S:1:pos:R:3:lowdin_charge:R:1
H -0.06833 -1.16286 -1.66770 0.08
C -0.23789 0.32602 -0.00824 -0.33
H -0.47774 0.51743 -2.15515 0.07
H -0.97329 -2.04912 2.24636 0.04
H 0.76671 1.73111 1.07273 0.11
N 1.92355 1.29045 -0.66403 0.09
C 0.79485 1.22101 0.11005 -0.17
H -0.16650 0.07354 2.10718 0.09
C -0.56882 -0.22654 -1.36672 -0.08
C -0.72686 -0.25730 1.22526 -0.18
C -1.31989 -1.45934 1.41496 -0.02
H 2.65333 1.88370 -0.33523 0.08
H 2.04788 0.57730 -1.35312 0.09
H -1.60122 -0.61200 -1.33509 0.07
H -2.04578 -1.85340 0.70874 0.04
```

## Properties
orbital gap = 7.93 eV
highest occupied orbital energy = -7.010 eV



<B>
DFT (ωB97M-V/def2-TZVPD) results for the molecule C5H9N.

The geometry in XYZ format:
```
15
Properties=species:S:1:pos:R:3:lowdin_charge:R:1
C 0.41113 -0.82897 -0.33857 -0.13
N -0.49728 0.26121 1.55985 0.08
C -0.11214 0.27704 0.20015 -0.38
H -0.30678 2.93954 -2.00219 0.05
H 1.08198 -1.86476 1.39998 0.07
C -0.36651 1.92233 -1.63575 0.01
H -1.00366 1.06768 1.89381 0.08
H -0.33949 -2.55726 0.73096 0.07
H -1.03461 -0.57665 1.74193 0.08
C 0.61399 -2.08673 0.43669 -0.12
H 0.63810 -0.89425 -1.39258 0.10
H 0.37136 2.38694 0.27608 0.11
H -0.63555 1.15676 -2.35290 0.06
C -0.00263 1.61937 -0.39845 -0.14
H 1.18208 -2.82224 -0.11899 0.06
```

## Properties
orbital gap = 9.03 eV
highest occupied orbital energy = -7.926 eV



Least stable of them? <A>.



<A>
DFT (ωB97M-V/def2-TZVPD) results for a cluster of 2 separate species, C5H9N in total.

The geometry in XYZ format:
```
15
Properties=species:S:1:pos:R:3:lowdin_charge:R:1
C 1.44347 -0.92140 -0.37461 -0.12
H -1.92919 1.60520 0.43854 0.07
C -1.71103 1.27360 -0.58332 -0.10
H 0.82607 -1.64350 0.15744 0.09
H 2.49151 1.01418 0.05522 0.10
C -0.60439 0.30909 -0.83135 -0.30
H 1.06902 0.63644 1.15672 0.09
H -1.94692 2.03123 -1.33844 0.08
C -1.79189 -0.19656 -0.93754 0.01
H 2.24834 -1.34246 -0.97205 0.10
N 0.76445 0.21971 -0.95915 -0.04
H -2.45778 -1.00946 -1.17925 0.09
C 1.58541 0.43659 0.21907 -0.12
H -0.34076 -1.36585 2.55342 0.04
H 0.35945 -1.13939 2.66100 0.02
```

## Properties
orbital gap = 9.72 eV
highest occupied orbital energy = -8.387 eV



<B>
DFT (ωB97M-V/def2-TZVPD) results for the molecule C5H9N.

The geometry in XYZ format:
```
15
Properties=species:S:1:pos:R:3:lowdin_charge:R:1
C -0.36431 1.35945 -1.73474 -0.04
N -1.73518 -0.23440 -0.49665 0.10
C 1.60536 -1.36426 1.82802 -0.02
C 0.51325 0.12762 0.24491 -0.12
H 0.41362 0.90943 -2.35846 0.08
H 2.56618 -1.12003 1.39004 0.05
H 1.49496 0.54839 0.05738 0.11
H 0.04761 2.32041 -1.44339 0.08
H -2.54766 0.29033 -0.79047 0.09
C -0.52652 0.46614 -0.52226 -0.39
C 0.49551 -0.79189 1.36655 -0.20
H -0.46221 -1.03571 1.83172 0.09
H 1.63394 -2.05728 2.66098 0.05
H -1.86021 -0.86298 0.27777 0.07
H -1.27434 1.44477 -2.31138 0.07
```

## Properties
orbital gap = 8.63 eV
highest occupied orbital energy = -7.561 eV



<C>
DFT (ωB97M-V/def2-TZVPD) results for the molecule C5H9N.

The geometry in XYZ format:
```
15
Properties=species:S:1:pos:R:3:lowdin_charge:R:1
H -1.21952 1.69510 -0.47498 0.11
H 2.18614 1.04731 -1.15328 0.10
H -2.63664 -0.94253 0.43244 0.10
C -0.52202 -0.26501 0.28423 -0.34
H -2.10288 -0.49231 -1.25401 0.10
H -1.73157 1.33538 1.24677 0.09
H -0.32343 -0.69539 1.27157 0.14
H 1.54865 1.16772 0.57748 0.11
N 0.56531 -0.31762 -0.66397 -0.08
C 1.67589 0.56593 -0.31839 -0.15
C -1.93908 -0.38483 -0.18729 -0.11
C 1.78930 -0.89940 -0.12967 -0.15
H 1.74253 -1.25987 0.89994 0.10
C -1.42018 0.94122 0.28511 -0.12
H 2.38751 -1.49568 -0.81596 0.10
```

## Properties
orbital gap = 10.35 eV
highest occupied orbital energy = -9.029 eV



<D>
DFT (ωB97M-V/def2-TZVPD) results for the molecule C5H9N.

The geometry in XYZ format:
```
15
Properties=species:S:1:pos:R:3:lowdin_charge:R:1
C 0.22920 -2.47976 1.59919 -0.01
H -0.09967 2.33512 -2.73583 0.08
H 0.30894 -0.85120 2.96552 0.09
C -0.23686 0.37098 0.00280 -0.16
C 0.40170 -1.21024 1.94685 -0.20
H 1.65788 0.00529 0.74250 0.10
H 0.18385 -3.34617 2.24977 0.05
N 0.19517 1.24467 -0.97229 -0.11
H -1.20468 1.01465 -2.52488 0.08
H -1.42944 2.48349 -1.58411 0.08
H -1.30616 0.21195 -0.00461 0.12
H 0.20113 -2.73645 0.54824 0.05
C -0.66799 1.80364 -1.97670 -0.13
H 1.17398 1.34774 -1.13635 0.11
C 0.59296 -0.19371 0.87990 -0.15
```

## Properties
orbital gap = 8.76 eV
highest occupied orbital energy = -7.637 eV



Least stable of them? <A>.